Molecular formula: C18H47LaNO4Si2
Method: DFT, ωB97M-V with the def2-TZVPD basis set

Results
**E_LUMO**: -3.0 eV
**ΔE to the lowest compared entry with this formula, charge and spin**: 0.0 kcal per mole
**DFT total energy**: -1680.1461 a.u.
**Charge**: +1

Positions of all 73 atoms, in Å:
O -1.079 0.508 -1.651
O -3.036 -1.699 0.867
C -1.913 1.643 -1.203
C -2.119 2.735 -2.238
H -1.369 2.010 -0.322
H -2.861 1.203 -0.887
H -1.177 3.205 -2.560
H -2.742 3.518 -1.776
H -2.654 2.351 -3.119
C -1.721 -0.616 -2.362
C -3.223 -0.704 -2.183
H -1.251 -1.496 -1.907
H -1.441 -0.588 -3.425
H -3.490 -0.879 -1.138
H -3.576 -1.586 -2.730
H -3.760 0.165 -2.574
C -2.119 -2.797 0.920
C -3.503 -1.253 2.159
C -2.467 -3.906 -0.059
H -2.077 -3.273 1.926
H -1.161 -2.330 0.687
H -3.431 -4.341 0.187
H -1.713 -4.697 0.053
H -2.492 -3.551 -1.093
C -4.812 -1.960 2.460
H -3.608 -0.164 2.060
H -2.782 -1.487 2.967
H -5.435 -2.035 1.564
H -5.359 -1.467 3.259
H -4.564 -2.977 2.775
H -0.830 -0.073 3.315
La 1.175 0.530 -1.106
C -0.626 0.990 3.299
Si 0.814 1.335 4.476
H -0.334 1.259 2.263
H -1.547 1.532 3.581
C -0.075 2.305 5.808
C 2.209 2.126 3.503
C 1.372 -0.434 4.896
C 1.634 1.440 -3.143
Si 2.134 -0.212 -3.830
H 2.446 2.178 -3.156
H 0.774 1.901 -3.669
C 1.020 -0.624 -5.282
C 1.939 -1.692 -2.626
C 3.934 -0.177 -4.286
H 0.705 -1.162 4.397
H 1.365 -0.662 5.969
H 2.385 -0.599 4.499
H -0.320 3.322 5.471
H 0.493 2.378 6.742
H -1.032 1.807 6.017
H 1.799 2.769 2.716
H 2.793 1.323 3.037
H 2.882 2.730 4.133
H 0.897 -2.083 -2.540
H 2.407 -1.656 -1.610
H 2.520 -2.469 -3.149
H 4.143 -1.011 -4.968
H 4.578 -0.264 -3.398
H 4.156 0.767 -4.794
H 1.547 -1.315 -5.954
H 0.788 0.292 -5.838
H 0.074 -1.089 -4.971
N 3.062 2.173 -0.271
C 4.260 1.366 0.216
C 4.028 -0.068 -0.228
O 4.852 -0.653 -0.919
O 2.842 -0.519 0.152
H 3.381 2.805 -1.022
H 2.784 2.797 0.488
H 5.216 1.730 -0.190
H 4.293 1.371 1.316

Atomic partial charges in e from the Mulliken method, atoms 1 to 5: 0.2125, -0.2843, -0.3007, -1.2022, 0.2561